# 1
Formula: H10IO5
Source: the Open Molecules 2025 dataset
Level of theory: the ωB97M-V functional and the def2-TZVPD basis

```
! RIJCOSX wB97M-V def2-TZVPD def2/J DEFGRID3
* xyz -1 1
I 0.27127 -0.73951 -0.16325
O -1.19600 -0.18515 1.74768
O -0.64904 1.59680 -0.23891
O 0.03661 0.80973 -2.46715
O 1.29801 1.67163 0.55257
O 1.03302 -2.97413 1.03503
H 1.11157 -3.65538 0.36721
H -0.73205 0.75052 0.20057
H -0.61574 -0.45255 1.03492
H 0.20782 1.72124 -2.23036
H -0.13004 0.37214 -1.63230
H 1.28160 1.68006 -0.40446
H 0.52900 -2.27950 0.61111
H 0.85520 0.85779 0.79303
H -1.94672 -0.77512 1.68013
H -1.35450 1.60148 -0.88585
*
```

Values from the calculation:
Gap between HOMO and LUMO ... 7.49 eV
Calculated total energy ... -679.6426 hartree
Relative energy (zero: lowest compared OMol25 entry of this formula, charge and spin) ... 237.8 kcal/mol
Highest occupied orbital energy ... -4.1 eV

# 2
Formula: C21H59MgN8O10
Source: the Open Molecules 2025 dataset
Level of theory: the ωB97M-V functional and the def2-TZVPD basis

```
! RIJCOSX wB97M-V def2-TZVPD def2/J DEFGRID3
* xyz 1 1
Mg 0.70914 -2.92908 0.12042
O -4.32841 2.19111 6.12389
O -2.44260 -4.18013 5.13272
O 0.26299 -1.59032 1.52355
O 2.73210 -2.51429 0.21957
O 3.90882 -0.81233 -8.12913
O -4.19267 1.26424 -0.59805
O -1.21228 -3.24097 -0.43691
O 3.09565 -0.13733 5.60609
O 3.14617 1.21577 -2.72070
O 0.38060 3.64272 0.76777
N -2.35973 3.40180 -0.03857
N -3.32999 -2.77094 -0.77373
N -2.57101 -4.53390 -1.55957
N 3.88276 -1.33683 1.58972
N 5.67049 -0.24826 -4.96731
N 1.60915 0.94211 4.16085
N 4.79028 -1.94067 -0.26957
N 2.02911 -1.18800 4.00236
C -2.29296 -3.44724 -0.98573
C -4.13643 2.44321 -1.40696
C -0.96624 0.23521 0.37751
C 2.29641 -0.11066 4.70238
C -0.55369 -0.49915 1.67879
C 4.95291 0.71762 -4.18163
C -1.88207 -3.64332 3.92686
C -3.67673 3.64725 -0.59677
C 4.84955 -0.96789 -5.92763
C 1.66979 3.19278 1.29421
C 4.30851 0.01239 -6.96727
C -0.67116 3.69454 1.73623
C 3.70742 0.21689 -3.45152
C 2.15989 0.83462 -1.82168
C 3.77080 -2.02166 0.51769
C 3.32350 -0.25199 -9.29601
C -5.22585 1.02200 0.24327
C -3.61208 0.98519 4.19011
C -1.86615 4.28846 0.99118
C -2.75158 -4.27995 2.80174
C -4.73037 1.24648 5.14287
H 6.07898 -0.91096 -4.32383
H -3.16186 1.88002 3.76035
H 2.44759 -2.06132 4.28924
H -0.44215 4.43372 2.50388
H -3.94219 0.31637 3.39524
H -0.07069 0.18283 2.37858
H -1.88130 -5.27144 -1.58049
H 0.89242 0.90411 3.45024
H 1.67594 2.10282 1.28763
H -4.88914 2.04373 6.88905
H 2.52221 0.64764 -0.81081
H 5.48784 -1.67061 -6.46324
H 4.03268 -1.50642 -5.44721
H -1.55430 5.28320 0.67285
H -4.81514 0.63587 1.17618
H -2.59434 -3.83315 1.82003
H -0.89402 2.71648 2.16266
H 3.37175 0.46785 -6.64611
H 5.69041 1.06003 -3.45571
H -5.63762 1.49040 4.59015
H -1.48173 -0.84418 2.13464
H -0.12151 0.57891 -0.21948
H 2.48450 3.67081 0.75032
H -0.84125 -3.94140 3.80061
H -1.57419 1.10465 0.62764
H 4.12943 0.33730 -9.73341
H -2.75457 0.46973 4.62262
H 1.73772 -0.11481 -2.15100
H -4.25119 -3.07625 -1.05349
H 1.44361 1.64514 -1.68714
H -3.50394 -4.61218 -1.93853
H -2.61772 4.46492 1.76066
H 1.97076 1.83583 4.46185
H -1.59915 -0.33306 -0.30411
H -5.05456 2.73062 -1.91935
H -1.97269 -2.55890 3.98945
H 2.97590 -0.12016 -4.18594
H 2.40878 0.29952 -9.07874
H 4.68714 -2.29241 -1.21071
H 4.80345 -1.04150 1.88168
H -5.86742 1.88712 0.41081
H 5.71569 -1.61567 -0.02856
H 2.99843 -1.01146 -10.00709
H -5.79056 0.17264 -0.14117
H -2.48828 2.47113 0.33215
H 1.85986 3.43008 2.34095
H -3.31315 -1.97136 -0.15690
H 3.14874 -1.44165 2.27552
H -4.40739 3.88564 0.17616
H 4.79465 1.60317 -4.79713
H -3.56927 4.48045 -1.29126
H -4.89035 0.41151 5.82504
H 3.81320 -0.74339 -2.94677
H -3.47094 2.16134 -2.22290
H 1.38808 -1.10158 3.22667
H -3.81813 -4.17416 3.00016
H -2.64706 -5.35156 2.63190
H -2.08633 -3.54787 5.76114
H 4.99037 0.79239 -7.30602
*
```

Values from the calculation:
Gap between HOMO and LUMO ... 6.78 eV
Calculated total energy ... -2225.8043 hartree
Highest occupied orbital energy ... -10.6 eV

# 3
Formula: HO2PS4
Source: the Open Molecules 2025 dataset
Level of theory: the ωB97M-V functional and the def2-TZVPD basis

```
! RIJCOSX wB97M-V def2-TZVPD def2/J DEFGRID3
* xyz 0 1
S 1.37632 -0.23124 -0.77844
S -1.68608 -1.05574 1.09795
S -2.20018 2.12740 -0.68836
S 1.41612 -2.08181 -0.37058
P -1.45726 0.39695 -0.09918
O -0.26555 0.33134 -1.18679
O 1.54141 0.50528 0.63725
H 1.27522 0.00782 1.38814
*
```

Values from the calculation:
Gap between HOMO and LUMO ... 8.36 eV
Calculated total energy ... -2085.1800 hartree
Relative energy (zero: lowest compared OMol25 entry of this formula, charge and spin) ... 9.1 kcal/mol
Highest occupied orbital energy ... -9.5 eV

# 4
Formula: CH11NO3
Source: the Open Molecules 2025 dataset
Level of theory: the ωB97M-V functional and the def2-TZVPD basis

```
! RIJCOSX wB97M-V def2-TZVPD def2/J DEFGRID3
* xyz 0 1
O 1.29810 1.77585 -1.53514
O 1.17973 -0.06762 0.95814
O 0.69989 -2.41473 3.60533
N -1.48424 0.78781 -1.06070
C -1.84257 -0.15092 -2.17352
H -1.62958 0.36566 -3.10338
H 1.34185 0.48616 0.17616
H 0.87338 -1.58937 3.14539
H -1.16115 -0.98188 -2.08603
H -0.08381 -2.76484 3.17114
H -1.96944 1.65722 -1.25927
H 2.05903 -0.20072 1.33641
H 1.33705 2.64815 -1.13450
H -2.89802 -0.40020 -2.15022
H 0.41314 1.41060 -1.36547
H -1.91239 0.46600 -0.19711
*
```

Values from the calculation:
Gap between HOMO and LUMO ... 11.02 eV
Calculated total energy ... -325.1590 hartree
Relative energy (zero: lowest compared OMol25 entry of this formula, charge and spin) ... 13.1 kcal/mol
Highest occupied orbital energy ... -10.3 eV

# 5
Formula: C20H38BaBr2ClN4O2P
Source: the Open Molecules 2025 dataset
Level of theory: the ωB97M-V functional and the def2-TZVPD basis

```
! RIJCOSX wB97M-V def2-TZVPD def2/J DEFGRID3
* xyz 2 1
Ba 0.21704 -0.47755 -5.78733
Br -4.50753 2.95432 3.16306
Br -3.88619 3.25213 0.25320
Cl 3.35190 4.69297 0.88407
P -1.04679 1.19639 -3.54821
O -0.86496 2.04530 0.16769
O 0.39526 0.96259 -4.55651
N 3.91799 -1.82598 -0.33433
N -0.71151 -2.52717 3.10023
N -2.49818 0.71818 -4.49564
N -0.92829 0.15866 -2.05861
C 2.58538 2.11972 1.72928
C -4.27464 0.02464 3.08653
C -2.10012 -1.72020 0.97714
C 6.16916 -1.79229 -1.28829
C -1.84245 0.95481 0.31108
C -2.17323 0.45694 -1.25268
C 2.06410 3.31693 0.73520
C 2.43225 -2.14717 -0.08054
C -0.53472 2.68465 1.44791
C 4.70602 -2.53776 -1.41327
C -1.21512 -0.35147 1.14625
C 0.32543 -2.18197 -1.86474
C -1.71638 -2.92214 2.04140
C -3.44615 1.32756 2.53846
C 0.60896 3.88592 1.22991
C -3.31240 1.43975 0.91042
C -0.85914 -1.27308 -2.53670
C 4.64208 -0.75841 0.45780
C 1.62102 -1.35049 -1.30729
C 6.17906 -0.64745 -0.10628
H 7.07014 -2.04996 -2.00090
H 0.77181 4.35239 2.31141
H 0.25947 4.70912 0.47383
H -2.71695 -3.36018 2.46172
H 1.39118 -0.28499 -0.88252
H -3.00063 -0.37573 -1.29177
H -4.10019 0.66821 0.45653
H -1.13285 -1.74561 3.66325
H -4.95326 -0.36848 2.19818
H -0.15639 -0.53751 0.68221
H 0.20374 -2.22124 2.66666
H -2.35399 0.92323 -5.51376
H -1.87253 -1.88286 -2.38893
H 0.73295 -2.89161 -2.73358
H 2.09669 -1.70234 0.97503
H 4.29632 -0.04670 1.31995
H 2.20760 1.10000 1.25491
H -2.66870 1.41776 -1.76026
H 2.20643 -3.29478 -0.05251
H -0.06587 -2.93720 -1.02776
H -0.14395 1.95816 2.28298
H 7.00735 0.09720 0.25376
H -3.27247 -1.49464 0.97384
H -1.46327 3.25703 1.93350
H -0.67382 -1.27562 -3.70861
H 4.32742 -3.37512 -2.14071
H -1.20895 -3.80739 1.42072
H 2.12209 2.18886 2.80473
H 3.75572 2.09666 1.70000
H -2.68042 -0.31447 -4.43692
H 0.14221 1.07974 -5.52414
H -1.88853 -2.17702 -0.10560
H -1.02194 -0.03775 2.27966
H -3.54858 -0.85342 3.42609
H -2.41727 1.40928 3.12211
H -5.00910 0.35390 3.94286
H 2.37917 -1.18299 -2.21325
H 2.08150 2.92776 -0.37194
*
```

Values from the calculation:
Gap between HOMO and LUMO ... 2.99 eV
Calculated total energy ... -7128.1511 hartree
Highest occupied orbital energy ... -11.8 eV

# 6
Formula: C5H9NO
Source: the Open Molecules 2025 dataset
Level of theory: the ωB97M-V functional and the def2-TZVPD basis

```
! RIJCOSX wB97M-V def2-TZVPD def2/J DEFGRID3
* xyz 0 1
O -0.27211 0.41706 1.04596
N -0.92235 -1.52886 2.00896
C 0.21220 1.17239 -0.03415
C 0.99237 0.57476 -1.16557
C 1.69869 1.33959 -0.07834
C -0.86426 -0.81501 0.96418
C -1.51863 -1.27959 -0.30902
H 2.24207 0.74465 0.65077
H -0.45636 -1.03337 2.77248
H 0.87360 1.03827 -2.14191
H 1.12971 -0.50104 -1.19381
H -2.41351 -0.68257 -0.51379
H 2.12755 2.31544 -0.28220
H -0.40599 2.04318 -0.24454
H -0.86585 -1.21385 -1.18079
H -1.81692 -2.31888 -0.16062
*
```

Values from the calculation:
Gap between HOMO and LUMO ... 10.76 eV
Calculated total energy ... -325.8605 hartree
Relative energy (zero: lowest compared OMol25 entry of this formula, charge and spin) ... 48.4 kcal/mol
Highest occupied orbital energy ... -9.7 eV